Entry 1:
Molecular formula: C9H17N2O3P
Method: DFT, wB97M-V/def2-TZVPD

Results
E ... -28019.0853 eV
SMILES ... CC(C)OP(=O)(OC(C)C)n1ccnc1
Kohn-Sham gap ... 9.80 eV
ΔE to the lowest compared entry with this formula, charge and spin ... 0.0 kcal per mole

Geometry (Å):
N (2.666, 2.128, -3.174)
H (-1.531, 0.165, 2.446)
P (1.096, 0.688, 0.011)
H (1.113, 2.815, -4.359)
H (-0.938, 3.156, 1.807)
C (0.657, 2.068, -2.336)
H (-0.170, -0.652, 1.982)
C (1.338, 2.394, -3.426)
N (1.545, 1.504, -1.422)
H (-1.876, -2.138, -2.241)
C (2.783, 1.634, -1.977)
H (-0.352, 2.386, -2.024)
O (2.245, 0.146, 0.819)
H (-0.030, 3.450, 3.237)
C (-0.090, -1.851, -1.146)
C (-0.516, 0.137, 2.594)
H (0.392, -2.539, -0.437)
H (-2.188, -2.632, -0.573)
H (1.275, -2.403, -2.748)
O (0.200, 1.676, 0.737)
H (-0.307, -0.051, 3.610)
H (-1.139, -3.550, -1.818)
H (0.427, -1.077, -3.162)
C (0.802, -1.539, -2.343)
H (1.618, -0.873, -2.063)
H (3.700, 1.307, -1.670)
C (0.154, 1.436, 2.213)
H (1.218, 1.534, 2.721)
C (-0.603, 2.696, 2.724)
O (-0.476, -0.702, -0.491)
H (-1.546, 2.420, 3.283)
C (-1.377, -2.560, -1.475)



Entry 2:
Molecular formula: C36H62BBrIN6O3PS
Method: DFT, wB97M-V/def2-TZVPD

Results
E ... -152363.1736 eV
SMILES ... CCCCCCN(B(O)CC)[C@@](Cc1ccccc1C)([PH2]=S)[C@H](Br)O[C@H](CCCI)CCCOC.CC#N.CC#N.CC#N.CC#N.CC#N
Kohn-Sham gap ... 8.50 eV
ΔE to the lowest compared entry with this formula, charge and spin ... 0.0 kcal per mole

Geometry (Å):
C (2.053, -2.018, 4.625)
C (1.148, 3.019, 2.742)
H (0.610, 0.919, 4.094)
H (-0.407, -0.063, 2.937)
H (5.595, -3.471, -3.795)
H (1.508, 5.108, 2.482)
H (0.919, 0.564, -3.603)
H (-1.728, -0.696, -4.829)
H (-0.618, 3.919, 0.628)
H (0.724, 3.254, 3.719)
H (-2.547, -0.172, 3.893)
C (-3.276, 0.606, -4.145)
C (3.477, -1.693, 2.748)
H (-1.892, 2.175, 2.997)
H (-1.511, 5.111, -3.133)
H (3.535, 0.195, -4.157)
O (4.131, 0.095, -3.403)
C (-1.120, 0.044, -2.847)
C (1.129, -1.090, -2.212)
C (-5.064, -1.165, -0.071)
C (-2.190, -0.462, -3.858)
H (4.765, -2.529, -1.670)
S (5.705, -0.390, 0.310)
P (4.101, 0.683, -0.028)
C (2.604, -1.751, 0.328)
H (0.473, -1.418, -1.404)
H (3.356, -3.065, -2.704)
C (-1.378, 1.629, 3.798)
H (-5.536, 5.062, 4.014)
H (-5.931, -0.568, 0.210)
H (0.383, 0.013, 0.202)
C (-5.341, 5.134, 5.083)
H (0.238, -0.940, -4.180)
H (-2.804, 1.410, -4.727)
H (-1.936, -5.747, -1.806)
N (-2.663, -2.760, -1.082)
H (4.491, -1.519, 2.398)
N (2.354, -0.389, -1.778)
C (2.442, -1.830, 1.846)
H (1.868, -2.444, -0.083)
H (0.025, 5.557, 0.591)
H (5.575, -3.746, -7.358)
H (-1.855, 3.987, -4.462)
H (-5.238, -2.202, 0.206)
C (-0.078, -2.332, 1.547)
C (-0.174, 4.702, 1.244)
H (4.695, -2.156, -4.702)
Br (1.262, 2.175, -0.954)
H (-2.412, -1.656, 5.402)
H (-6.210, 5.564, 5.577)
H (5.960, -1.776, -3.556)
H (6.196, -5.392, -7.583)
H (-2.862, -5.812, -0.295)
C (-2.001, -1.022, 6.195)
C (5.310, -4.802, -7.360)
H (3.573, -2.208, 0.097)
H (-2.658, -1.397, -3.521)
N (-2.939, -0.266, 1.161)
H (-0.935, -1.773, 1.934)
C (-2.228, 4.847, -3.908)
H (-0.315, 1.969, 1.432)
H (1.960, 4.166, 1.089)
H (1.450, -2.018, -2.721)
H (-1.138, -5.397, -0.261)
N (-3.242, 6.643, 5.493)
C (5.143, -2.480, -3.759)
H (-2.343, 5.688, -4.589)
H (-1.090, -1.515, 6.561)
N (4.360, -5.478, -5.017)
C (-0.101, 0.933, 3.262)
H (-2.697, -0.916, 7.038)
C (-2.276, 0.665, 4.549)
H (-3.927, 0.242, -2.134)
H (-4.054, 0.178, -4.788)
H (-4.839, 1.575, -2.969)
N (-4.537, 4.264, -2.819)
C (1.174, 4.278, 1.843)
C (-4.169, 5.980, 5.315)
O (1.594, 1.001, 1.513)
H (1.836, -2.087, 5.686)
H (3.921, 1.528, 1.088)
H (-3.192, 1.213, 4.835)
H (-4.920, -1.104, -1.146)
H (4.278, 1.557, -1.121)
C (0.517, 1.747, 2.108)
H (-1.382, -0.397, -1.880)
H (-1.195, 1.136, -2.839)
C (-2.064, -5.295, -0.824)
H (4.560, -4.980, -8.127)
C (4.157, -2.328, -2.556)
C (0.328, -0.302, -3.291)
H (-5.160, 4.137, 5.480)
C (1.005, -2.176, 3.742)
C (4.779, -5.181, -6.049)
O (-1.626, 0.272, 5.751)
H (2.200, 2.748, 2.909)
H (0.017, -2.391, 4.147)
C (-3.868, 1.107, -2.804)
H (4.119, -1.626, 4.805)
H (-1.065, 2.403, 4.511)
B (3.535, -0.861, -2.557)
C (1.339, 0.544, 0.237)
C (2.534, -0.348, -0.315)
I (-1.462, 5.394, 2.819)
C (1.174, -2.097, 2.379)
C (3.301, -1.764, 4.105)
C (-2.402, -3.879, -0.970)
H (0.024, -2.077, 0.492)
H (-0.336, -3.401, 1.578)
C (-3.874, -0.663, 0.614)
H (-3.182, 1.820, -2.344)
C (-3.519, 4.522, -3.298)